Entry 1:
{"formula": "C3H12NO", "method": "wB97M-V/def2-TZVPD", "spin_multiplicity": 1, "lumo_energy_ev": -3.069, "orbital_gap_ev": 13.47, "charge": 1, "homo_energy_ha": -0.60786, "e_above_lowest_ev": 0.378, "symbols": ["C", "C", "N", "C", "H", "H", "H", "H", "H", "H", "H", "H", "H", "H", "H", "H", "O"], "positions_angstrom": [[-1.40348, -0.10430, 1.50926], [-0.15720, 0.55330, 0.94054], [-0.17457, 0.55801, -0.57362], [1.11520, 1.07859, -1.10966], [-2.28191, 0.44624, 1.19181], [-1.35951, -0.06737, 2.59533], [-1.45855, -1.14356, 1.18804], [0.74761, 0.05354, 1.20587], [-0.04999, 1.57961, 1.29708], [-0.24713, -0.44670, -0.81628], [-0.92455, 1.17512, -0.86801], [1.86998, 0.30294, -1.01627], [0.92592, 1.40999, -2.11964], [1.51272, 1.91487, -0.53663], [0.98692, -2.69595, -1.60524], [0.28838, -2.58033, -0.27553], [0.61015, -2.03402, -1.00706]], "forces_ev_per_angstrom": [[0.6, 0.2, -0.2], [-0.5, 0.5, 0.1], [0.9, 0.5, 1.6], [0.3, 0.1, 0.0], [-0.3, -0.1, 0.0], [0.0, -0.1, 0.0], [-0.2, 0.0, 0.1], [0.6, -0.5, 0.2], [-0.1, 0.0, -0.3], [-0.3, 0.4, -0.8], [-0.4, -0.5, -0.3], [-0.2, -0.2, -0.4], [0.3, -0.2, -0.3], [-0.6, 0.1, 0.2], [0.0, 0.3, -0.2], [0.1, 0.1, 0.0], [-0.1, -0.6, 0.3]]}

Entry 2:
{"formula": "C9H14", "method": "wB97M-V/def2-TZVPD", "spin_multiplicity": 2, "lumo_energy_ev": [-4.476, -8.360], "orbital_gap_ev": [9.53, 5.65], "charge": 1, "homo_energy_ha": [-0.51485, -0.51486], "e_above_lowest_ev": 1.652, "symbols": ["C", "C", "H", "H", "H", "H", "H", "H", "C", "C", "C", "C", "C", "C", "C", "H", "H", "H", "H", "H", "H", "H", "H"], "positions_angstrom": [[0.18047, 1.09736, 3.62321], [0.49648, 0.98104, 5.08187], [0.00495, 0.25493, 2.99920], [-0.74272, 1.68131, 3.37052], [1.04801, 1.60082, 3.21903], [1.58444, 1.11266, 5.19314], [0.31127, -0.00828, 5.61602], [-0.06255, 1.92043, 5.45027], [0.79617, -0.31912, -3.74611], [-0.31213, 0.80209, -0.40091], [-0.84749, -0.45300, 0.23546], [0.37447, 0.75812, -1.56983], [0.31654, -0.42422, -2.37138], [-1.00809, -1.58492, -0.59296], [-0.40766, -1.47892, -1.90187], [-0.36070, 1.67554, 0.24234], [-1.20471, -0.40152, 1.21010], [1.05657, 1.64025, -1.80971], [-1.58247, -2.48212, -0.32716], [1.63094, -1.01419, -3.97305], [1.30783, 0.56928, -4.16528], [-0.60691, -2.24633, -2.65723], [0.08347, -0.57341, -4.51305]], "forces_ev_per_angstrom": [[-0.8, 0.9, -1.5], [-0.4, 0.3, 1.4], [0.4, -1.5, -0.1], [0.8, 0.0, 0.6], [-0.1, 0.4, -0.7], [-0.5, 0.2, 0.2], [-0.5, 1.5, -0.7], [1.1, -1.9, 0.7], [2.0, -0.4, -1.7], [0.1, -1.6, 1.7], [0.2, 0.9, -3.6], [1.2, 1.5, 0.8], [0.9, 3.7, -0.5], [1.4, 0.6, -2.1], [-2.8, -3.3, 2.0], [0.2, 0.1, -0.3], [-0.5, 0.0, 1.6], [-1.4, -1.3, -0.2], [0.4, 0.5, 0.0], [-0.4, -0.5, 0.5], [-0.7, 0.4, 1.3], [0.1, -0.1, 0.6], [-0.8, -0.4, 0.0]]}

Entry 3:
{"formula": "C4H7NO", "method": "wB97M-V/def2-TZVPD", "smiles": "C=CCC(N)=O", "spin_multiplicity": 1, "lumo_energy_ev": 0.878, "orbital_gap_ev": 10.50, "charge": 0, "homo_energy_ha": -0.35362, "e_above_lowest_ev": 1.268, "symbols": ["C", "C", "C", "C", "N", "O", "H", "H", "H", "H", "H", "H", "H"], "positions_angstrom": [[1.04776, -1.76122, -1.14318], [0.67449, -0.53929, -0.68438], [0.01130, -0.29651, 0.68183], [-1.12854, 0.65174, 0.51765], [-0.74427, 1.96346, 0.61820], [-2.29556, 0.33177, 0.24576], [1.53522, -1.77689, -2.13008], [0.82355, -2.77583, -0.52340], [0.92631, 0.44239, -1.27780], [0.76769, 0.11841, 1.44303], [-0.36122, -1.25643, 1.05349], [0.19703, 2.22192, 0.83278], [-1.45377, 2.67648, 0.36610]], "forces_ev_per_angstrom": [[-0.9, -0.1, 1.3], [0.9, 0.3, -0.4], [1.3, -0.6, 0.3], [-1.8, 0.6, -0.5], [-1.5, 0.4, -0.4], [2.0, 0.4, 0.5], [-0.2, -0.5, 0.6], [0.6, 2.7, -1.7], [-0.5, -2.1, 1.0], [-1.0, -0.6, -1.1], [0.1, 0.2, 0.0], [0.1, 0.1, 0.0], [1.0, -0.8, 0.4]]}

Entry 4:
{"formula": "C2H3NS2", "method": "wB97M-V/def2-TZVPD", "smiles": "C=NSC=S", "spin_multiplicity": 1, "lumo_energy_ev": -0.217, "orbital_gap_ev": 8.60, "charge": 0, "homo_energy_ha": -0.32393, "e_above_lowest_ev": 1.060, "symbols": ["C", "N", "S", "C", "S", "H", "H", "H"], "positions_angstrom": [[-2.90724, 0.21007, 0.17681], [-1.72253, 0.51718, -0.14049], [-0.47830, -0.66048, -0.09187], [0.83839, 0.43205, -0.05140], [2.41236, 0.08524, 0.07852], [-3.31334, -0.72982, 0.59733], [-3.63630, 1.02292, 0.00809], [0.47568, 1.43776, -0.16091]], "forces_ev_per_angstrom": [[-0.7, 0.5, -0.1], [0.2, -0.4, -0.1], [-0.4, -0.1, 0.3], [0.5, -0.1, -0.1], [-0.3, -0.2, 0.0], [0.6, 0.2, -0.3], [0.2, -0.5, 0.3], [-0.1, 0.5, 0.0]]}

Entry 5:
{"formula": "C3H5NO2S", "method": "wB97M-V/def2-TZVPD", "spin_multiplicity": 1, "lumo_energy_ev": 0.740, "orbital_gap_ev": 10.72, "charge": 0, "homo_energy_ha": -0.36682, "e_above_lowest_ev": 3.427, "symbols": ["C", "C", "C", "N", "O", "O", "S", "H", "H", "H", "H", "H"], "positions_angstrom": [[1.23797, -0.55313, 0.42073], [-0.24549, -0.82813, 0.63366], [0.24463, -0.62734, -0.77330], [-0.80406, 0.70095, 0.81993], [-1.63406, 1.12641, -1.59673], [0.47457, 2.03360, -0.92112], [-0.49636, 1.04231, -0.79521], [1.52521, 0.47396, 0.63773], [2.04302, -1.27690, 0.67543], [-0.79817, -1.59001, 1.28838], [0.14187, -1.30587, -1.67236], [-1.68914, 0.80414, 1.28285]], "forces_ev_per_angstrom": [[-0.3, -0.8, -0.2], [-0.6, 2.5, 1.7], [-0.3, -0.5, -0.2], [1.2, -2.5, -0.1], [-2.5, -0.1, -1.5], [1.9, 2.0, -0.1], [0.4, -2.6, 1.6], [0.1, -0.3, 0.1], [-1.0, 0.2, -0.7], [1.1, 1.0, -1.6], [0.5, 0.9, 1.3], [-0.6, 0.2, -0.4]]}

Entry 6:
{"formula": "C5H7O4Sc", "method": "wB97M-V/def2-TZVPD", "spin_multiplicity": 2, "lumo_energy_ev": [-4.928, -5.063], "orbital_gap_ev": [7.09, 9.15], "charge": 1, "homo_energy_ha": [-0.44151, -0.52245], "symbols": ["O", "Sc", "C", "C", "H", "H", "H", "H", "C", "C", "H", "H", "O", "C", "O", "O", "H"], "positions_angstrom": [[1.61099, 0.88090, -1.47143], [0.32241, -0.46023, -1.90795], [1.42648, 1.80422, -0.44074], [0.67521, 1.27233, 0.78406], [2.41352, 2.16369, -0.08507], [0.88417, 2.70491, -0.80059], [1.12728, 0.32059, 1.10927], [0.71510, 2.02491, 1.58733], [-1.02128, 0.93302, 0.60220], [-1.20936, -0.14854, -0.37535], [-1.43828, 1.86961, 0.19927], [-1.45725, 0.74584, 1.59747], [-1.34350, -1.40794, 0.33370], [-0.78318, -2.43829, -0.22197], [-0.00451, -2.39534, -1.18139], [-1.08455, -3.55318, 0.40403], [-0.83327, -4.31650, -0.13284]], "forces_ev_per_angstrom": [[-1.5, -1.7, -0.5], [0.6, 1.2, -0.1], [-0.2, 1.4, 1.0], [-1.9, -0.8, 0.1], [-0.4, -0.2, -0.2], [0.3, -0.4, -0.1], [0.0, 0.4, 0.2], [0.1, -0.4, -0.2], [1.7, 1.2, -0.1], [1.5, -0.6, 0.0], [0.1, -0.2, 0.2], [0.3, 0.0, -0.4], [-0.2, 0.3, -0.2], [-0.8, -0.8, 1.6], [0.5, 0.3, -0.8], [-0.2, 0.5, -0.4], [0.3, -0.2, 0.0]]}

Entry 7:
{"formula": "C44H58N11O5P", "method": "wB97M-V/def2-TZVPD", "spin_multiplicity": 1, "lumo_energy_ev": 4.205, "orbital_gap_ev": 7.26, "charge": -2, "homo_energy_ha": -0.11233, "e_above_lowest_ev": 0.000, "symbols": ["O", "H", "H", "H", "P", "O", "O", "O", "O", "N", "C", "C", "C", "C", "H", "H", "H", "H", "H", "N", "C", "C", "C", "C", "H", "H", "H", "H", "H", "N", "C", "C", "C", "C", "H", "H", "H", "H", "H", "N", "C", "C", "C", "C", "H", "H", "H", "H", "H", "N", "C", "C", "C", "C", "H", "H", "H", "H", "H", "N", "C", "C", "C", "C", "H", "H", "H", "H", "H", "N", "C", "C", "C", "C", "H", "H", "H", "H", "H", "N", "C", "C", "C", "C", "H", "H", "H", "H", "H", "N", "C", "C", "C", "C", "H", "H", "H", "H", "H", "N", "C", "C", "C", "C", "H", "H", "H", "H", "H", "N", "C", "C", "C", "C", "H", "H", "H", "H", "H"], "positions_angstrom": [[-15.16748, -61.05718, -1.09156], [-14.54308, -61.85494, -1.63371], [-14.45810, -60.56033, -0.56369], [-15.59223, -61.41003, -0.28924], [-13.10895, -60.93091, 1.30014], [-12.55404, -62.27099, 1.07839], [-14.75495, -60.89888, 1.42706], [-13.06981, -60.23697, -0.05116], [-12.49717, -60.14143, 2.37003], [-12.32537, -59.65988, 4.81833], [-11.41333, -58.97547, 5.59299], [-11.76324, -59.27599, 6.93934], [-12.72656, -60.33331, 7.00631], [-13.05199, -60.57549, 5.63787], [-12.44178, -59.55170, 3.61070], [-10.85885, -58.14376, 5.13193], [-11.33261, -58.69707, 7.75275], [-13.16994, -61.02037, 7.72610], [-13.89288, -61.12978, 5.31678], [-10.71109, -63.79705, 0.35011], [-9.75963, -63.97668, 1.28135], [-8.83514, -64.78883, 0.72515], [-9.43396, -65.28704, -0.68443], [-10.59631, -64.54370, -0.78949], [-11.43403, -63.01449, 0.55421], [-9.79282, -63.42259, 2.09032], [-8.09855, -65.36241, 1.13923], [-8.83305, -65.73859, -1.38832], [-11.30412, -64.52336, -1.60167], [-9.98174, -60.52341, 2.79803], [-8.98882, -60.43425, 1.86025], [-7.87840, -61.00440, 2.46944], [-8.23406, -61.52874, 3.68786], [-9.54315, -61.26142, 3.92831], [-11.02585, -60.42142, 2.66435], [-9.24252, -60.16905, 0.89303], [-6.88674, -60.99169, 1.87285], [-7.53831, -61.91648, 4.53208], [-10.08894, -61.34521, 4.88289], [-12.46465, -64.05433, 2.87919], [-12.40932, -65.41842, 2.60279], [-12.09052, -66.06136, 3.75265], [-11.79288, -64.96730, 4.78550], [-12.07898, -63.75128, 4.17335], [-12.61652, -63.28981, 2.26391], [-12.56423, -65.88106, 1.51791], [-12.18422, -67.07019, 3.78755], [-11.42165, -65.26009, 5.76286], [-12.12784, -62.67477, 4.40210], [-11.09319, -59.52623, -1.47252], [-10.03022, -60.34368, -1.59553], [-9.09112, -59.70277, -2.30445], [-9.64778, -58.31273, -2.61271], [-10.86212, -58.25682, -2.05558], [-11.89970, -59.63332, -0.80462], [-9.90342, -61.42515, -1.30674], [-8.08633, -60.09646, -2.55228], [-8.99991, -57.70218, -3.14715], [-11.53334, -57.34909, -1.78271], [-16.75927, -62.36546, 0.87272], [-17.96033, -61.90111, 0.39848], [-18.42128, -62.92705, -0.48700], [-17.45942, -64.05420, -0.22602], [-16.42603, -63.60929, 0.44221], [-16.27251, -61.72344, 1.28750], [-18.29607, -60.87165, 0.56823], [-19.43370, -62.72281, -1.24173], [-17.54405, -65.10077, -0.58195], [-15.41785, -64.13328, 0.60082], [-15.69165, -61.66580, 3.61544], [-15.47289, -62.96998, 3.92698], [-15.87949, -63.09779, 5.18314], [-16.49886, -61.80140, 5.58532], [-16.39318, -60.97493, 4.51844], [-15.16658, -61.30961, 2.54927], [-14.76896, -63.48887, 3.30443], [-15.73116, -63.97735, 5.87176], [-17.06458, -61.59229, 6.37699], [-16.75481, -59.86354, 4.33180], [-13.90205, -58.30875, -1.25794], [-14.33346, -57.10980, -0.72157], [-14.93548, -56.27982, -1.64376], [-14.77760, -57.01941, -3.02579], [-14.05978, -58.24461, -2.70757], [-13.33797, -59.02920, -0.71472], [-14.30626, -57.08756, 0.34859], [-15.63888, -55.41826, -1.59591], [-14.97430, -56.74800, -4.04679], [-13.61085, -59.16494, -3.09318], [-13.42823, -63.12123, -1.23124], [-13.03400, -62.43099, -2.42533], [-13.74407, -62.77366, -3.51949], [-14.58389, -63.82013, -3.00547], [-14.20510, -64.13070, -1.71773], [-13.06346, -62.91636, -0.29229], [-12.37691, -61.73289, -2.48063], [-13.76163, -62.34441, -4.38827], [-15.45627, -64.33858, -3.50995], [-14.62313, -65.12955, -1.27366], [-16.06277, -58.75532, 1.49127], [-15.97972, -57.94126, 2.63414], [-16.93588, -56.86283, 2.33697], [-17.54066, -57.24501, 1.05029], [-17.06021, -58.38286, 0.59469], [-15.20989, -59.39566, 1.52744], [-15.25890, -58.14885, 3.48080], [-17.32680, -56.10031, 3.08223], [-18.40239, -56.75602, 0.72106], [-17.08859, -58.92749, -0.27082], [-11.96733, -57.60378, 2.30866], [-12.46417, -56.65539, 3.16209], [-11.79847, -55.44216, 2.96773], [-10.89260, -55.76922, 1.72430], [-11.08600, -57.10504, 1.47248], [-12.04261, -58.71626, 2.25593], [-13.19902, -56.91607, 3.94452], [-11.80107, -54.54317, 3.44995], [-10.32054, -54.96192, 1.15975], [-10.74170, -57.79975, 0.83224]], "forces_ev_per_angstrom": [[0.9, -1.5, -2.1], [-1.9, 2.4, 1.9], [1.0, 0.5, -0.7], [-0.6, -0.9, -0.2], [-5.4, 1.4, -2.3], [-0.1, -1.3, 0.6], [4.1, -1.1, 0.6], [0.7, -0.2, -0.1], [0.3, 0.5, 1.0], [-0.5, -1.0, -1.4], [-2.7, 0.0, 1.1], [1.3, 0.3, -0.1], [0.1, 0.0, -3.4], [1.6, 2.7, 0.8], [0.0, -1.2, 4.8], [-0.1, -0.6, 0.6], [0.1, -0.5, 0.1], [0.4, 0.8, 0.4], [-0.4, -0.6, -0.7], [-3.0, 2.0, -0.4], [0.9, -2.4, -4.9], [-2.4, -1.9, -4.1], [0.1, 3.4, 4.9], [1.8, -0.7, 0.5], [1.6, -1.9, -0.7], [0.0, 2.3, 4.1], [2.1, -0.8, 1.3], [0.7, -1.3, -1.5], [-0.1, 0.3, 0.1], [-1.5, -1.5, 1.6], [-0.1, -1.3, 3.3], [2.5, 0.9, -4.1], [2.0, -1.1, 3.5], [-0.7, 1.6, -0.9], [2.1, 0.0, -0.1], [0.0, 0.8, -1.7], [-1.6, -0.4, 1.5], [-1.2, 0.5, -1.9], [0.1, 0.1, -1.0], [0.5, -1.4, 1.1], [-0.7, 0.7, -1.9], [0.7, 4.7, 1.1], [-0.8, -1.8, -1.5], [-0.2, -1.6, -0.8], [-0.1, 0.0, -0.9], [0.2, 1.4, 2.6], [0.4, -2.9, 0.8], [-0.2, 0.7, -0.1], [0.3, -0.9, 0.5], [-1.9, 2.1, 0.8], [0.6, -1.8, -0.1], [0.8, 2.5, -1.3], [2.3, -3.8, 0.6], [-1.3, 0.3, 1.6], [1.6, -0.7, -0.9], [-0.9, 1.4, 0.2], [-0.9, 0.4, 0.0], [0.3, 1.7, -0.7], [1.1, -2.1, -0.9], [-3.9, -2.0, -2.3], [-0.4, -2.5, -2.7], [-1.5, 1.1, 0.6], [-3.9, -1.2, -3.8], [2.8, 0.1, 2.0], [3.9, 3.5, 3.6], [0.3, -0.7, 0.0], [3.2, -1.3, 2.6], [0.0, 1.0, -0.1], [-2.0, 1.2, 0.4], [1.2, 1.1, -5.1], [1.2, 1.8, -0.5], [-1.7, -0.5, 4.4], [1.6, -2.8, -2.2], [-0.1, 2.0, -0.4], [-1.3, 0.0, 2.3], [-0.2, -0.6, 0.0], [-0.3, 1.0, -0.9], [-1.9, 0.5, 3.4], [0.9, -2.7, 0.5], [-0.3, 2.8, -3.1], [-0.8, -0.9, -0.4], [-0.1, -1.7, -3.6], [2.3, -2.3, 3.7], [-1.2, 1.7, 3.3], [-1.4, 1.4, -0.7], [-0.1, 0.6, 0.4], [1.1, -0.7, 0.5], [-0.3, 0.4, 0.1], [-0.5, 0.8, -1.1], [1.3, -0.7, -3.4], [-2.8, -2.5, 1.3], [-1.6, -3.7, 6.0], [-1.0, -1.7, -1.4], [-2.7, -2.0, -0.1], [0.1, -0.2, 0.1], [4.3, 4.5, 0.8], [0.1, 2.3, -4.8], [1.5, 0.5, 0.5], [1.1, 2.6, 0.0], [1.9, 0.3, 3.0], [-2.5, 2.2, -2.3], [0.8, -2.3, 0.9], [-0.8, 2.6, 3.2], [3.6, -1.0, 2.2], [-2.1, 0.0, -1.4], [-1.0, 0.3, -1.4], [0.7, -1.0, -1.3], [-1.0, 0.8, -0.9], [-0.6, -1.0, -2.1], [-1.5, -2.7, 1.1], [0.3, 0.9, 1.4], [1.5, -4.7, -4.8], [-0.9, 2.2, 1.8], [0.2, 3.5, 0.8], [-0.7, 3.3, 0.4], [0.6, 0.1, -0.6], [-0.5, 2.0, 1.2], [-0.7, -1.6, 0.9], [1.8, -1.6, -2.6]]}